1.
The following is a DFT calculation (ωB97M-V with the def2-TZVPD basis set) of a cluster of 12 separate species, C23H70O12 in total at a distorted geometry.

Last column: Mulliken charge in e.
Geometry (Å):
O 4.13435 4.54313 1.19923  -0.71
H 5.08527 10.18782 -4.38241  0.41
O -0.92268 4.33497 -4.78633  -0.36
H 8.30462 7.14311 -3.34960  0.31
H -2.61580 4.32683 -6.02090  0.28
H 1.63315 6.06000 -0.01399  -0.58
C -1.56279 8.74358 -1.40274  -1.55
H 2.92295 6.39946 -3.98001  0.06
O 0.21586 6.36699 -6.25144  -0.43
O 6.17999 5.92522 -4.32439  -0.20
H 9.22207 7.20402 -4.92564  0.47
H 1.91520 2.10920 0.65281  0.28
H 2.70177 6.25108 -8.47633  0.49
H 5.09323 3.10356 -0.91498  0.30
C 3.48738 2.76302 -4.91225  0.05
H -2.73300 4.56580 -1.54111  0.37
O 0.52068 4.68028 -0.68612  -0.22
H 6.64756 8.58706 -2.62846  0.24
H 2.71368 2.65496 2.10615  0.41
C 2.10498 8.19766 -0.30235  -2.33
H 0.79632 4.56128 -9.02615  0.47
H 2.16278 2.97799 -3.20555  0.09
C 7.49864 5.92741 -4.87481  0.69
C -1.83758 4.59583 -0.92278  -1.33
H 7.73894 8.07194 -4.72869  0.28
C 4.42276 2.63209 -0.19000  -1.48
H 5.53054 6.79179 -2.80067  0.20
H -2.82279 3.73970 -4.34435  0.29
H -2.08719 8.53199 -0.46878  0.55
H 3.93146 1.82387 -0.73800  0.21
H -1.84579 3.72397 -0.26581  0.31
H 0.99715 4.01051 -7.40897  0.15
H 0.23392 8.17655 1.73569  0.29
H 5.32007 9.29272 -1.77550  0.36
H -0.49601 5.58184 -2.24275  -0.48
H 3.18546 8.27746 -0.43569  0.54
H -2.63400 5.45152 -4.63342  0.27
H 7.37614 5.92503 -5.96722  0.23
H -1.83072 5.50309 -0.31555  0.21
C 2.31084 2.99876 1.15235  -1.47
C -0.52133 4.64470 -1.66791  0.74
O 5.17403 7.24809 -2.01084  -0.07
H -0.14883 6.49119 1.63964  0.41
H -0.87988 9.96563 -4.25076  0.17
C -2.31068 4.46085 -4.97964  -0.75
H -0.42551 5.04777 -5.23447  0.32
C 2.26716 6.41703 -7.47871  -1.05
H 2.75695 5.76956 -6.75614  0.01
H 3.96838 9.05760 -3.58067  -0.23
H 0.33185 8.22874 -0.57593  -1.68
H 3.47493 6.52461 -1.65031  -0.36
H 0.81839 8.63831 -2.71530  0.12
H 2.66632 3.14448 -5.51943  -0.17
C 1.58770 7.01159 0.51040  1.71
O 2.60719 6.17164 -1.90237  1.45
H 1.52533 3.72522 1.35500  0.21
C 5.96242 8.41190 -1.79112  -0.88
H 3.79859 9.92529 -6.27152  0.24
H 1.42747 9.35581 -5.16879  0.17
H 5.05125 2.12579 0.54334  0.40
H 9.24658 4.59990 -4.92899  0.41
O 4.64413 3.62468 -5.12863  -0.54
C 3.20316 2.73750 -3.42209  -0.57
C 4.48207 9.28484 -4.50718  -0.21
H -1.64497 7.92891 -2.12217  0.18
H -0.05848 9.96721 -0.38098  0.48
C -0.51549 9.57483 -5.20212  -0.68
H 6.59907 8.30557 -0.91325  0.22
C 8.24991 7.14523 -4.44148  -1.44
O 2.45328 6.86797 1.67325  -0.66
C 0.45602 4.74821 -8.00799  -1.34
H 2.97904 4.21225 -0.49276  -0.88
O 0.67035 9.43174 -2.18929  -0.37
H 3.73711 3.57336 -2.96166  -0.07
H 1.27838 5.05693 -1.16165  -0.70
O 3.45116 9.53565 -5.46643  -0.50
H 3.67815 5.39517 1.13857  0.40
H -0.41115 10.41673 -5.89220  0.31
H 2.49792 7.46625 -7.28532  0.24
H 2.86583 7.71340 1.86725  0.39
H 1.64668 8.21996 -1.29436  0.68
C 3.43586 3.64360 0.32345  2.82
C 2.26115 6.70346 -3.16141  0.08
C 0.19414 7.33469 1.03885  -0.89
H -0.34848 3.85749 -2.40356  0.29
H 1.80099 9.10890 0.22220  0.78
H 7.64244 3.84877 -4.98027  0.30
H 1.25146 6.47240 -3.50559  0.20
H -0.61578 4.57743 -7.91237  0.29
H 3.54120 1.85045 -2.89856  0.45
H 0.32210 7.28881 -5.94906  0.20
H 4.80062 3.62245 -6.08114  0.20
H -2.09717 9.58177 -1.86187  0.38
H -1.29276 8.93712 -5.63307  0.28
H -0.51565 7.63630 0.26810  -0.21
O 0.65461 8.77615 -5.07435  -0.31
H 3.80070 1.77167 -5.25342  0.38
C -0.11912 9.11096 -1.04970  1.92
H 2.29495 7.79217 -3.10765  -1.03
C 8.24342 4.62940 -4.50413  -1.31
C 0.77283 6.15098 -7.54620  0.75
H 5.74823 5.11423 -4.65989  0.03
H 0.34165 6.88702 -8.24071  0.19
H 5.12342 8.45506 -4.80097  0.14
H 8.32937 4.44306 -3.43537  0.29

Computed properties:
Frontier orbital gap   9.06 eV
SMILES   CC(C)O.CC(C)O.CC(C)O.CC(C)O.CCO.CCO.CCO.CO.CO.CO.CO.CO
Energy   -49551.2871 eV
Charge   0

---

2.
The following is a DFT calculation (ωB97M-V with the def2-TZVPD basis set) of a cluster of 11 separate species, C23H72N18O11 in total at a distorted geometry.

Last column: Mulliken charge in e.
Geometry (Å):
H -4.84039 -4.24353 7.50007  0.31
H 4.44128 -0.50182 1.12893  0.36
C -0.93502 -5.97164 -4.63264  0.70
C 7.73535 -1.14905 0.38104  -0.69
H -5.82541 -0.61304 5.32731  0.37
O -6.81601 -0.18694 -2.19987  -0.66
H 5.25929 5.99102 3.87294  0.28
H -6.55295 -3.70467 7.47416  0.38
N -6.36213 -4.57198 -1.08434  -0.39
H -5.08084 -4.21462 10.12340  0.30
H 0.34219 -2.24397 -1.01955  0.20
H 3.31156 7.83897 2.34467  0.31
H -4.86387 -2.71130 4.25913  0.24
C -6.49181 0.87065 -1.67407  0.65
H 2.56666 -8.23768 -0.37646  0.20
H 1.55560 7.31215 -2.97823  0.14
N -1.56202 -7.05323 -4.28357  -0.38
H 8.53358 -0.48472 0.05000  0.33
H 1.09943 -2.39044 -8.22185  0.19
H 0.37454 7.13820 -1.79222  0.14
C -1.92261 -1.58376 -9.35888  -1.24
O 3.51282 -7.29552 1.70410  -0.64
C -5.15758 -4.82250 -1.50572  0.72
H -1.90629 -7.64148 -5.02893  0.14
C 9.60577 -2.41016 1.49962  -0.77
O -1.67120 0.50901 -7.26305  -0.32
H 3.65528 10.04197 4.46056  0.28
H -1.73566 -1.71015 -10.42526  0.36
H -1.42363 -6.46230 -6.45303  0.13
H -4.27782 -1.93342 6.36755  0.20
H 2.85998 6.08972 -3.43406  0.23
N 0.38334 -1.23791 -1.09856  -0.33
O -4.58502 -5.87116 -1.20572  -0.71
C 1.70741 5.72128 -1.90828  0.72
H -0.76566 1.39945 -0.16272  0.22
H -0.80294 4.51910 5.29019  0.16
H -0.05071 -0.30164 -9.13920  0.17
H 6.52012 6.91926 1.96013  0.32
H 9.67271 -3.07892 2.35774  0.28
C -5.51099 -3.38466 7.47306  -0.63
N 0.18932 -2.33886 -8.65673  -0.60
H 5.30077 0.95662 -0.52371  0.24
C 5.40624 -1.00525 1.18801  -1.44
H -5.00615 0.27223 -0.60547  0.21
H -7.17958 -1.73001 5.90855  0.35
H -7.88024 2.04640 -2.58206  0.21
N -4.60548 -3.82939 -2.11525  -0.31
N 2.10211 6.46803 -2.88395  -0.40
H 7.55956 -1.85462 -0.43098  0.35
C -1.64168 4.22786 3.54236  0.71
N 3.88452 5.16808 2.76767  -0.58
H 3.51721 5.18176 1.82693  0.23
H -6.84849 -5.21613 -0.47720  0.21
O -4.99202 -2.72115 8.58649  -0.34
O -1.67388 4.10963 2.32497  -0.68
H -5.23562 2.03571 -0.66569  0.18
H -2.45201 -2.44785 -8.95739  0.30
N -1.02117 -5.72745 -5.88901  -0.35
H 2.09053 -5.39112 2.12282  0.19
H -6.81686 -3.75699 -1.47045  0.15
H 1.03857 -0.75332 -1.69518  0.17
H 5.14924 -1.93178 0.67461  0.37
O -0.31300 -5.30914 -3.86095  -0.67
H 3.66116 9.98028 2.73351  0.32
O 8.27661 -1.75113 1.59379  -0.33
H -2.65299 -0.78612 -9.22317  0.33
H 10.48907 -1.77800 1.40875  0.29
H 5.72409 -1.39512 2.15501  0.34
H -1.74164 -7.24808 -3.30895  0.24
C -0.62688 -1.10022 -8.67187  0.59
C 3.92000 7.60831 3.21915  -0.74
N 2.27937 -7.28031 -0.23150  -0.38
N -5.57057 1.09036 -0.78494  -0.35
N -7.05385 1.99733 -2.00348  -0.38
H 0.15521 -0.43059 -6.83446  0.35
C 4.74181 6.31010 2.96823  0.42
C 6.54053 -0.23822 0.54467  0.71
C -5.55172 -3.27779 9.82553  -0.75
H -0.53662 -4.95234 -6.31855  0.18
N 6.00533 0.26127 -0.72417  -0.78
H -3.56455 3.76539 3.73132  0.21
H 3.13926 7.45289 3.96372  0.40
H 0.31798 -2.71767 -9.58411  0.21
H -1.26732 -1.44389 -6.72147  0.30
H -1.48261 1.33086 -5.26031  0.31
H -6.51143 2.77667 -1.65921  0.13
O -1.43222 -0.88358 0.18879  -0.71
H 6.11310 5.27776 1.54025  0.42
C -6.18562 -1.31612 6.07833  -1.43
H -5.19114 -2.62386 10.61953  0.26
H 1.98674 -6.70763 -1.01029  0.20
H 6.79015 0.63428 1.14844  0.18
C 2.73482 -6.83271 0.90319  0.65
H 4.49596 4.38219 2.93683  0.24
H 0.32513 4.31393 3.95329  0.20
H -6.64136 -3.30315 9.83711  0.31
C 4.30870 9.87589 3.60408  -0.73
C -2.18108 0.98697 -6.02319  -0.81
N -5.05689 -3.29128 5.06316  -0.74
H 1.40767 -5.38523 0.50048  0.14
H -2.89011 0.35239 -5.49152  0.33
H -4.32085 -3.98248 5.03905  0.22
N -2.71877 4.03378 4.21373  -0.38
N -0.23562 0.74555 -0.72091  -0.42
N -0.61470 4.29805 4.32282  -0.35
H 9.68946 -3.14171 0.69591  0.32
N 0.72309 6.30723 -1.33603  -0.39
O 4.89915 8.56564 3.59665  -0.30
C -0.48168 -0.52401 -0.49196  0.70
H -3.64509 -3.85923 -2.42646  0.19
H 6.71630 0.72290 -1.27327  0.23
H -6.20569 -0.77702 7.02547  0.31
C 5.67986 6.24954 1.77697  -1.44
O 2.22486 4.67794 -1.55090  -0.67
C -5.22053 -2.46943 6.25763  0.65
H 5.12740 6.66472 0.93405  0.33
H 5.08750 10.63849 3.59886  0.24
H -5.13210 -2.96762 -2.12675  0.12
C -0.82025 -0.62250 -7.28141  -0.73
H 0.20392 5.71885 -0.70012  0.23
H -2.79298 1.87732 -6.16800  0.29
H 0.71208 1.02545 -0.92977  0.18
N 1.98936 -5.80920 1.20899  -0.36
H -2.70704 4.18209 5.21271  0.13

Computed properties:
Frontier orbital gap   8.84 eV
SMILES   COC[C@H](C)N.COC[C@H](C)N.COC[C@H](C)N.COC[C@H](C)N.NC(N)=O.NC(N)=O.NC(N)=O.NC(N)=O.NC(N)=O.NC(N)=O.NC(N)=O
Energy   -74361.0952 eV
Charge   0

---

It is found that the relative energy (zero: lowest compared OMol25 entry of this formula, charge and spin) values, taken in the order of the records, are 285.94 812.24 kJ/mol.